ORCA calculation (ωB97M-V/def2-TZVPD) on a 9-piece molecular cluster, C39H100N4O13 overall in a non-equilibrium geometry.

Summary:
- relative energy (zero: lowest compared OMol25 entry of this formula, charge and spin) (kJ/mol) = 489.7
- spin multiplicity = 1
- maximum force (Eh/bohr) = 0.0551
- total charge = 0

Each line ends with the Mulliken charge.
Geometry (Å):
C: -7.59659 2.67302 2.03590  -0.7356
O: -8.66047 2.71785 1.06493  -0.1148
C: -9.93856 2.93623 1.56060  -0.8431
C: -10.99934 2.93460 0.42173  -0.4050
N: -10.70435 4.08468 -0.45773  -0.4487
C: -11.53036 4.03926 -1.71375  -0.4628
C: -11.21315 5.18163 -2.65655  -0.7250
O: -9.88019 5.12396 -3.32029  -0.3582
C: -9.77223 4.16741 -4.38321  -0.6597
H: -6.65385 2.41355 1.55423  0.1083
H: -7.68880 1.85899 2.75489  0.3531
H: -7.40734 3.60939 2.56078  0.3337
H: -10.00687 3.88029 2.10113  0.4073
H: -10.13806 2.20928 2.34790  0.4559
H: -11.95205 2.99317 0.94805  0.3522
H: -10.85733 1.97981 -0.08454  0.2529
H: -9.78089 4.03088 -0.86322  0.2583
H: -12.61295 4.07636 -1.59244  0.4177
H: -11.32944 3.12825 -2.27749  0.3020
H: -11.19059 6.14255 -2.14252  0.2877
H: -11.93945 5.35439 -3.45074  0.4564
H: -9.57700 3.14842 -4.04907  0.1708
H: -8.92947 4.41497 -5.02864  0.2753
H: -10.60997 4.21497 -5.07893  0.3374
C: -3.59851 4.80376 0.45776  -0.7950
O: -4.58466 4.01850 -0.20112  -0.2060
C: -4.20313 3.63530 -1.49249  -0.6552
C: -5.32120 2.89230 -2.19075  -0.5216
N: -5.62783 1.63331 -1.50700  -0.1887
C: -6.62892 0.84276 -2.21985  -0.2527
C: -7.26477 -0.28326 -1.36032  -0.5526
O: -8.48071 -0.58003 -1.92891  -0.3003
C: -9.25398 -1.43521 -1.11912  -0.7729
H: -3.43021 5.78291 0.00937  0.3070
H: -2.65762 4.26032 0.54442  0.3222
H: -4.03456 4.98549 1.44007  0.2128
H: -3.36230 2.95383 -1.36319  0.2821
H: -3.93348 4.48237 -2.12326  0.4044
H: -5.00883 2.73717 -3.22345  0.4254
H: -6.21783 3.50895 -2.25321  0.2841
H: -5.87827 1.82038 -0.54659  0.1500
H: -6.17819 0.40412 -3.11010  0.2334
H: -7.50977 1.44356 -2.44622  0.0829
H: -7.32179 0.01046 -0.31219  0.2363
H: -6.59883 -1.13381 -1.21474  0.4099
H: -8.62313 -2.28289 -0.85158  0.3345
H: -10.20072 -1.64905 -1.61517  0.2606
H: -9.48716 -1.02887 -0.13495  0.2870
C: 6.99180 -1.84958 7.69590  -0.7839
O: 8.07820 -2.14944 8.55906  -0.2829
C: 7.89907 -3.34741 9.34305  -0.6387
C: 8.83117 -3.24450 10.56422  -0.4417
N: 10.20352 -3.39870 10.25610  -0.4011
C: 11.08233 -3.01750 11.33043  -0.7217
C: 10.92175 -3.92025 12.58552  -0.6207
O: 9.89663 -3.42531 13.49356  -0.3063
C: 9.29905 -4.19631 14.55738  -0.7229
H: 7.05223 -0.82259 7.33569  0.2773
H: 6.03507 -1.76691 8.21159  0.3133
H: 6.88501 -2.58221 6.89594  0.2963
H: 7.96922 -4.29680 8.81217  0.3577
H: 6.91039 -3.26980 9.79536  0.3729
H: 8.54316 -3.83763 11.43218  0.2745
H: 8.73118 -2.25400 11.00809  0.3502
H: 10.49012 -3.02139 9.36414  0.2626
H: 10.89801 -1.98898 11.64074  0.3526
H: 12.09789 -3.20968 10.98433  0.4489
H: 11.86588 -3.80809 13.11858  0.4402
H: 10.82354 -4.94376 12.22375  0.3356
H: 9.97105 -4.53445 15.34616  0.2933
H: 8.82781 -5.08085 14.12887  0.3147
H: 8.57809 -3.52385 15.02226  0.2299
C: 8.17054 4.92068 -9.49785  -0.7489
O: 7.45455 5.02047 -8.21583  -0.3256
C: 6.69901 3.81538 -7.83814  -0.5889
C: 5.44788 4.24917 -7.04756  -0.4094
N: 4.49913 3.12997 -6.94002  -0.3930
C: 3.34606 3.49403 -6.10514  -0.7097
C: 2.33284 4.54860 -6.74309  -0.6357
O: 2.77236 5.90406 -6.47402  -0.3094
C: 1.92971 6.87105 -7.11380  -0.7635
H: 8.74744 5.81428 -9.73610  0.2720
H: 7.42955 4.91128 -10.29719  0.3118
H: 8.76812 4.01947 -9.63503  0.3025
H: 7.25414 3.13866 -7.18854  0.2634
H: 6.32923 3.27064 -8.70683  0.4132
H: 4.91986 5.11034 -7.45705  0.3478
H: 5.84490 4.43308 -6.04924  0.2208
H: 4.88179 2.27534 -6.56150  0.2595
H: 3.66288 3.77554 -5.10091  0.3226
H: 2.86124 2.51849 -6.06791  0.4485
H: 1.36287 4.30948 -6.30711  0.4766
H: 2.15291 4.45679 -7.81421  0.3598
H: 1.96974 6.79751 -8.20058  0.3184
H: 2.24308 7.88499 -6.86517  0.2558
H: 0.89399 6.80298 -6.78100  0.3113
C: 0.14479 -2.79363 -7.67217  -1.4684
C: -1.35110 -2.61055 -8.00479  0.6253
C: -1.86114 -1.25325 -7.55046  -1.1946
O: -1.58597 -2.62961 -9.39829  -0.5479
H: 0.71957 -1.91753 -7.97246  0.3845
H: 0.61543 -3.70224 -8.04770  0.3888
H: 0.35536 -2.82551 -6.60317  0.3797
H: -1.84589 -3.40813 -7.45059  0.1692
H: -2.06393 -1.24406 -6.47953  0.3212
H: -2.78601 -0.97928 -8.05805  0.3360
H: -1.17083 -0.48835 -7.90615  0.2837
H: -0.75935 -2.80514 -9.85380  0.3229
C: -0.47279 2.71215 7.90730  -1.2778
C: -0.10926 1.38612 8.60226  0.4205
C: 0.86609 1.68766 9.78694  -1.1539
O: -1.29514 0.73097 9.15107  -0.5493
H: -1.19608 2.53315 7.11174  0.3357
H: 0.36086 3.25741 7.46479  0.3653
H: -0.95714 3.41923 8.58074  0.3299
H: 0.36769 0.71923 7.88401  0.2545
H: 1.53743 2.50700 9.52983  0.3189
H: 1.46934 0.81444 10.03527  0.3021
H: 0.47062 2.02441 10.74522  0.3236
H: -1.82570 1.29366 9.71983  0.3305
C: 8.18808 -1.96975 -2.99437  -1.2484
C: 6.91334 -2.82501 -3.16341  0.3927
C: 5.90750 -2.66286 -2.06568  -1.2368
O: 6.34949 -2.39872 -4.37384  -0.5268
H: 8.71089 -2.07935 -2.04423  0.3524
H: 7.93786 -0.92293 -3.16656  0.3292
H: 8.93245 -2.25271 -3.73866  0.2961
H: 7.28954 -3.84493 -3.24296  0.3307
H: 5.52780 -1.64120 -2.05363  0.3313
H: 6.33599 -3.00454 -1.12348  0.3460
H: 5.07703 -3.32389 -2.31356  0.2820
H: 6.59931 -3.15424 -4.91083  0.3514
C: -1.48289 -9.52831 -1.01404  -1.2284
C: -0.18190 -9.66596 -1.83302  0.4162
C: 0.34674 -8.26908 -2.24293  -1.1370
O: 0.85545 -10.27113 -1.08152  -0.5602
H: -1.31845 -8.94905 -0.10546  0.3205
H: -1.88609 -10.49672 -0.71786  0.3250
H: -2.25099 -9.10719 -1.66271  0.3496
H: -0.31091 -10.36939 -2.65561  0.2353
H: 0.55257 -7.53386 -1.46499  0.3066
H: -0.25631 -7.88001 -3.06333  0.3233
H: 1.37307 -8.38259 -2.59200  0.3415
H: 1.58470 -10.37676 -1.69686  0.3077
C: -0.23226 -0.90223 1.52727  -1.2240
C: -0.72124 -1.55421 0.21168  0.5365
C: -1.97545 -2.46869 0.36410  -1.3788
O: -1.04664 -0.60762 -0.74051  -0.5045
H: 0.74920 -0.46700 1.33905  0.3200
H: 0.00199 -1.59119 2.33878  0.3579
H: -0.94385 -0.17199 1.91263  0.2720
H: 0.06493 -2.24329 -0.09687  0.2227
H: -2.20624 -2.95942 -0.58144  0.3522
H: -2.83706 -1.91452 0.73640  0.3788
H: -1.76019 -3.29858 1.03719  0.3744
H: -1.99402 -0.45823 -0.69849  0.2891

Cartesian forces (eV/Å) of the 3 atoms listed first:
-0.1 -0.4 -0.5
1.7 -0.1 -0.2
-0.8 0.3 0.6